[1]
2 unconnected molecules or ions with the total composition C5H13O3PS at a distorted geometry, computed with ωB97M-V/def2-TZVPD.

Each atom is followed by the atoms it is bonded to, with distances in Å.
CARTESIAN COORDINATES (ANGSTROEM)
1 C 1.12925 -2.25272 0.80068  C5 1.319, H12 1.115, H13 1.136
2 C 0.72468 0.77032 -1.55334  P9 1.853, H14 1.083, H15 1.072, H16 1.082
3 C 2.67361 1.30239 0.68524  P9 1.865, H17 1.091, H18 1.064, H19 1.122
4 C -2.47090 -0.84673 0.05405  S10 1.858, H20 1.162, H21 0.972, H22 1.167
5 C 1.85977 -1.38718 0.12399  C1 1.319, P9 1.803, H23 1.024
6 O -0.00824 0.26167 1.02981  P9 1.477
7 O -3.83081 1.38559 0.62653  S10 1.654, H11 0.961
8 O -1.98618 1.30080 -1.06207  S10 1.432
9 P 1.19487 0.28751 0.17258  C2 1.853, C3 1.865, C5 1.803, O6 1.477
10 S -2.25961 0.98140 0.30651  C4 1.858, O7 1.654, O8 1.432
11 H -4.57656 1.02068 0.14161  O7 0.961
12 H 0.29793 -1.74664 1.34485  C1 1.115
13 H 1.52358 -3.31850 0.81393  C1 1.136
14 H 1.33509 0.15597 -2.20414  C2 1.083
15 H -0.33710 0.64301 -1.62402  C2 1.072
16 H 1.01189 1.81250 -1.58688  C2 1.082
17 H 2.09717 1.98828 1.30827  C3 1.091
18 H 3.40376 0.76978 1.24692  C3 1.064
19 H 3.06039 1.91958 -0.16878  C3 1.122
20 H -3.21343 -1.07215 -0.81086  C4 1.162
21 H -1.56999 -1.08600 -0.22109  C4 0.972
22 H -2.74093 -1.38695 1.05241  C4 1.167
23 H 2.68173 -1.50264 -0.47620  C5 1.024

Results
E_LUMO	0.813	eV
HOMO energy	-8.95	eV
HOMO-LUMO gap	0.359	hartree
multiplicity	1

[2]
2 unconnected molecules or ions with the total composition C5H13OP at a distorted geometry, computed with ωB97M-V/def2-TZVPD.

Each atom is followed by the atoms it is bonded to, with distances in Å.
CARTESIAN COORDINATES (ANGSTROEM)
1 C 1.10941 1.04338 0.18629  C5 1.549, H8 1.087, H9 1.062, H10 1.028
2 C -1.31722 0.80281 -0.85004  C5 1.560, H11 1.135, H12 1.101, H13 1.205
3 C -0.97656 0.42803 1.66408  C5 1.623, H14 1.147, H15 1.112, H16 1.100
4 C -0.06446 -1.19141 0.01926  C5 1.553, P7 1.759, H18 1.100
5 C -0.26900 0.33652 0.20666  C1 1.549, C2 1.560, C3 1.623, C4 1.553
6 O 2.55928 -1.45675 -0.68621  P7 1.467
7 P 1.17989 -1.49903 -1.18469  C4 1.759, O6 1.467, H19 1.398, H20 1.379
8 H 1.75041 1.19920 -0.67705  C1 1.087
9 H 1.73869 0.46510 0.81637  C1 1.062
10 H 0.94152 1.94099 0.65870  C1 1.028
11 H -1.31957 1.93791 -0.86494  C2 1.135
12 H -0.96899 0.51345 -1.85403  C2 1.101
13 H -2.46505 0.49393 -0.65254  C2 1.205
14 H -0.44518 1.24972 2.26243  C3 1.147
15 H -1.99424 0.87291 1.60921  C3 1.112
16 H -0.88025 -0.48067 2.27631  C3 1.100
17 H 0.50401 -1.92159 1.32061  no bonds
18 H -0.97493 -1.65545 -0.38903  C4 1.100
19 H 0.77809 -2.66945 -1.83452  P7 1.398
20 H 1.11415 -0.40960 -2.02689  P7 1.379

Results
E_LUMO	0.611	eV
HOMO energy	-9.92	eV
HOMO-LUMO gap	0.387	hartree
multiplicity	1

[3]
2 unconnected molecules or ions with the total composition C5H13OPS, computed with ωB97M-V/def2-TZVPD.

Each atom is followed by the atoms it is bonded to, with distances in Å.
CARTESIAN COORDINATES (ANGSTROEM)
1 C -3.45354 -1.03089 -0.12690  C4 1.519, H9 1.088, H10 1.087, H11 1.086
2 C 2.41984 -1.84628 0.03646  C5 1.476, H12 1.092, H13 1.088, H14 1.099
3 C 0.82751 3.17959 0.03726  S8 1.812, H15 1.085, H16 1.084, H17 1.086
4 C -1.97346 -0.81694 -0.39191  C1 1.519, O6 1.415, H18 1.095, H19 1.096
5 C 2.76846 -0.42003 0.18578  C2 1.476, H20 1.071, H21 1.073
6 O -1.34974 -0.44501 0.82308  C4 1.415, P7 1.611
7 P -0.24710 0.68805 1.13450  O6 1.611, S8 2.112
8 S -0.56813 2.10789 -0.39508  C3 1.812, P7 2.112
9 H -3.58681 -1.77287 0.65753  C1 1.088
10 H -3.90807 -0.09874 0.19766  C1 1.087
11 H -3.94613 -1.37208 -1.03231  C1 1.086
12 H 1.88718 -2.21700 0.91488  C2 1.092
13 H 1.80395 -2.01321 -0.84486  C2 1.088
14 H 3.32188 -2.46612 -0.06529  C2 1.099
15 H 0.62122 4.15718 -0.38627  C3 1.085
16 H 1.73805 2.76949 -0.38542  C3 1.084
17 H 0.91296 3.24679 1.11820  C3 1.086
18 H -1.83135 -0.03835 -1.14841  C4 1.095
19 H -1.49940 -1.74214 -0.73776  C4 1.096
20 H 2.81469 0.21352 -0.67609  C5 1.071
21 H 3.24799 -0.08281 1.08497  C5 1.073

Results
E_LUMO (alpha / beta)	0.203 / 0.789	eV
HOMO energy (alpha / beta)	-7.73 / -6.66	eV
HOMO-LUMO gap (alpha / beta)	0.292 / 0.274	hartree
multiplicity	1

[4]
2 unconnected molecules or ions with the total composition C5H14 at a distorted geometry, computed with ωB97M-V/def2-TZVPD.

Each atom is followed by the atoms it is bonded to, with distances in Å.
CARTESIAN COORDINATES (ANGSTROEM)
1 C 2.11341 0.19766 -0.44419  C2 1.525, H3 1.096, H4 1.094, H5 1.088
2 C 3.59970 0.35004 -0.13728  C1 1.525, H6 1.090, H7 1.095, H8 1.093
3 H 1.46734 0.64562 0.31947  C1 1.096
4 H 1.96050 0.78921 -1.35217  C1 1.094
5 H 1.74506 -0.81909 -0.56780  C1 1.088
6 H 3.88197 1.39660 -0.02567  C2 1.090
7 H 4.16174 -0.02896 -0.99742  C2 1.095
8 H 4.00149 -0.16687 0.73739  C2 1.093
9 C -1.71500 -0.59342 0.53683  C10 1.506, C11 1.563, H12 1.091, H13 1.091
10 C -1.40859 -0.25952 -0.89917  C9 1.506, H14 1.101, H15 1.087, H18 1.095
11 C -2.98575 0.07413 1.15510  C9 1.563, H16 1.098, H17 1.085, H19 1.095
12 H -0.91801 -0.27239 1.20926  C9 1.091
13 H -1.86164 -1.66937 0.64158  C9 1.091
14 H -1.65143 0.75899 -1.24082  C10 1.101
15 H -0.34332 -0.27471 -1.11738  C10 1.087
16 H -3.52165 0.66126 0.39708  C11 1.098
17 H -2.69932 0.70167 1.99226  C11 1.085
18 H -2.06408 -0.82250 -1.57244  C10 1.095
19 H -3.76242 -0.66835 1.36538  C11 1.095

Results
E_LUMO (alpha / beta)	4.060 / 4.007	eV
HOMO energy (alpha / beta)	1.50 / -7.81	eV
HOMO-LUMO gap (alpha / beta)	0.094 / 0.434	hartree
multiplicity	2
charge	-1

[5]
2 unconnected molecules or ions with the total composition C5H14 at a distorted geometry, computed with ωB97M-V/def2-TZVPD.

Each atom is followed by the atoms it is bonded to, with distances in Å.
CARTESIAN COORDINATES (ANGSTROEM)
1 C 1.45411 -0.38217 -1.61475  C2 1.500, H3 1.081, H4 1.071, H5 1.104
2 C 2.25831 -0.21359 -2.87015  C1 1.500, H6 1.125, H7 1.090, H8 1.101
3 H 0.44298 -0.70929 -1.81245  C1 1.081
4 H 1.87117 -1.14155 -0.98438  C1 1.071
5 H 1.48735 0.61806 -1.14976  C1 1.104
6 H 3.34810 -0.01606 -2.67266  C2 1.125
7 H 2.05824 0.64057 -3.51664  C2 1.090
8 H 2.25468 -1.06789 -3.56428  C2 1.101
9 C -0.70168 0.15637 1.59132  C10 1.535, C11 1.548, H12 1.098, H13 1.111
10 C -1.51195 -0.65041 2.61571  C9 1.535, H14 1.088, H17 1.090, H18 1.103
11 C -1.69136 1.06051 0.81673  C9 1.548, H15 1.084, H16 1.091, H19 1.099
12 H 0.11897 0.70736 2.06886  C9 1.098
13 H -0.21618 -0.40634 0.76513  C9 1.111
14 H -2.47047 -0.84140 2.13682  C10 1.088
15 H -1.93598 0.65720 -0.15967  C11 1.084
16 H -2.66101 1.21680 1.29263  C11 1.091
17 H -1.85805 -0.12820 3.50717  C10 1.090
18 H -0.95197 -1.58391 2.79513  C10 1.103
19 H -1.29523 2.08395 0.75525  C11 1.099

Results
E_LUMO (alpha / beta)	4.045 / 4.095	eV
HOMO energy (alpha / beta)	1.47 / -7.67	eV
HOMO-LUMO gap (alpha / beta)	0.095 / 0.432	hartree
multiplicity	2
charge	-1

[6]
2 unconnected molecules or ions with the total composition C5H14 at a distorted geometry, computed with ωB97M-V/def2-TZVPD.

Each atom is followed by the atoms it is bonded to, with distances in Å.
CARTESIAN COORDINATES (ANGSTROEM)
1 C -1.98315 -0.26256 -0.64214  C2 1.528, C3 1.554, H4 1.091, H5 1.112
2 C -1.46965 -1.69815 -0.74959  C1 1.528, H6 1.079, H7 1.153, H10 1.097
3 C -0.99321 0.90548 -0.90756  C1 1.554, H8 1.135, H9 1.111, H11 1.054
4 H -2.53632 -0.09939 0.28443  C1 1.091
5 H -2.79675 -0.08327 -1.37799  C1 1.112
6 H -0.40270 -1.85427 -0.79669  C2 1.079
7 H -1.84317 -2.36151 0.11587  C2 1.153
8 H -0.18849 0.66900 -0.14273  C3 1.135
9 H -1.23852 1.93731 -0.57580  C3 1.111
10 H -2.05566 -2.12944 -1.57104  C2 1.097
11 H -0.57819 1.01841 -1.87029  C3 1.054
12 C 1.44853 0.70898 1.43295  C13 1.551, H14 1.096, H15 1.107, H16 1.093
13 C 2.79280 0.31050 0.77079  C12 1.551, H17 1.098, H18 1.096, H19 1.076
14 H 1.51396 1.75041 1.76728  C12 1.096
15 H 0.58904 0.48271 0.77269  C12 1.107
16 H 1.24838 0.20137 2.37969  C12 1.093
17 H 2.70674 -0.45008 -0.01686  C13 1.098
18 H 3.41603 0.01671 1.62307  C13 1.096
19 H 3.35369 1.06095 0.24176  C13 1.076

Results
E_LUMO (alpha / beta)	4.266 / 4.424	eV
HOMO energy (alpha / beta)	1.58 / -6.66	eV
HOMO-LUMO gap (alpha / beta)	0.099 / 0.408	hartree
multiplicity	2
charge	-1

[7]
2 unconnected molecules or ions with the total composition C5H14 at a distorted geometry, computed with ωB97M-V/def2-TZVPD.

Each atom is followed by the atoms it is bonded to, with distances in Å.
CARTESIAN COORDINATES (ANGSTROEM)
1 C -1.77779 0.86143 0.14253  C2 1.517, C3 1.543, H4 1.079, H5 1.096
2 C -1.41347 0.37263 -1.24634  C1 1.517, H6 1.094, H8 1.101, H9 1.092
3 C -2.31882 -0.28229 1.02589  C1 1.543, H7 1.101, H10 1.091, H11 1.090
4 H -0.99375 1.36768 0.68398  C1 1.079
5 H -2.56708 1.61388 0.03241  C1 1.096
6 H -0.41515 -0.06178 -1.35842  C2 1.094
7 H -3.39944 -0.37127 0.83461  C3 1.101
8 H -1.35596 1.18026 -1.99208  C2 1.101
9 H -2.16041 -0.32707 -1.62653  C2 1.092
10 H -1.94500 -1.26455 0.73165  C3 1.091
11 H -2.12990 -0.11114 2.08599  C3 1.090
12 C 2.75735 -1.15253 0.28383  C13 1.536, H14 1.095, H15 1.092, H16 1.089
13 C 2.55011 0.30481 -0.15534  C12 1.536, H17 1.088, H18 1.088, H19 1.095
14 H 3.32213 -1.74168 -0.44635  C12 1.095
15 H 3.39566 -1.23266 1.16562  C12 1.092
16 H 1.77141 -1.59679 0.41368  C12 1.089
17 H 1.53166 0.63410 0.03702  C13 1.088
18 H 2.81657 0.45732 -1.19925  C13 1.088
19 H 3.18205 0.91539 0.49727  C13 1.095

Results
E_LUMO (alpha / beta)	4.357 / 4.398	eV
HOMO energy (alpha / beta)	1.58 / -7.75	eV
HOMO-LUMO gap (alpha / beta)	0.102 / 0.446	hartree
multiplicity	2
charge	-1

[8]
2 unconnected molecules or ions with the total composition C5H14 at a distorted geometry, computed with ωB97M-V/def2-TZVPD.

Each atom is followed by the atoms it is bonded to, with distances in Å.
CARTESIAN COORDINATES (ANGSTROEM)
1 C -2.40952 -0.19631 2.13744  C2 1.562, H3 1.122, H4 1.067, H5 1.089
2 C -2.41523 1.21362 1.46601  C1 1.562, H6 1.079, H7 1.109, H8 1.108
3 H -2.45907 -0.15928 3.25768  C1 1.122
4 H -3.28503 -0.76475 1.91779  C1 1.067
5 H -1.62431 -0.83297 1.73163  C1 1.089
6 H -3.06632 1.94595 1.91871  C2 1.079
7 H -2.81650 1.06979 0.44212  C2 1.109
8 H -1.46188 1.77449 1.40451  C2 1.108
9 C 1.71252 0.09804 -1.13043  C10 1.479, C11 1.562, H12 1.171, H13 1.095
10 C 3.11978 -0.32552 -0.96564  C9 1.479, H14 1.140, H17 1.108, H18 1.010
11 C 0.58547 -0.77488 -1.76813  C9 1.562, H15 1.150, H16 1.068, H19 1.110
12 H 1.22855 0.44077 -0.12019  C9 1.171
13 H 1.78372 1.04257 -1.67925  C9 1.095
14 H 3.46511 -0.68244 -1.99174  C10 1.140
15 H -0.39924 -0.18526 -1.84403  C11 1.150
16 H 0.83057 -1.13656 -2.74318  C11 1.068
17 H 3.08902 -1.25965 -0.37045  C10 1.108
18 H 3.68938 0.39436 -0.54348  C10 1.010
19 H 0.43298 -1.66197 -1.11937  C11 1.110

Results
E_LUMO (alpha / beta)	4.209 / 4.199	eV
HOMO energy (alpha / beta)	1.48 / -7.32	eV
HOMO-LUMO gap (alpha / beta)	0.100 / 0.423	hartree
multiplicity	2
charge	-1